No. 1
{"formula": "CH2BrIO2S", "method": "ωB97M-V with the def2-TZVPD basis set", "symbols": ["C", "O", "O", "S", "Br", "I", "H", "H"], "xyz": [[0.649, -0.917, -0.164], [0.431, 1.217, 1.410], [0.160, 1.716, -0.923], [0.334, 0.726, 0.089], [-2.305, 0.173, 0.399], [2.700, -0.468, -0.161], [-2.164, -1.281, 0.426], [0.195, -1.166, -1.077]], "forces_ev_per_a": [[-0.7, 1.4, 1.7], [0.2, 0.0, 0.9], [-0.4, -0.4, -0.6], [0.1, 0.3, -0.1], [-0.8, -1.1, 0.0], [1.8, -0.7, -0.3], [0.0, 0.9, 0.0], [-0.1, -0.4, -1.7]], "gap_ev": 7.92, "total_energy_ha": -3459.52575}

=====

No. 2
{"formula": "C4H4CuLiO2", "method": "ωB97M-V with the def2-TZVPD basis set", "symbols": ["C", "O", "H", "Cu", "O", "C", "C", "C", "H", "H", "H", "Li"], "xyz": [[1.728, 0.316, -0.260], [2.431, -0.376, 0.574], [2.265, 0.860, -1.067], [1.177, -1.698, 1.419], [-1.374, -1.014, 0.609], [-0.944, 0.346, 0.346], [-0.875, 0.750, -1.086], [0.366, 0.273, -0.317], [-2.032, -1.083, 1.299], [-1.114, 1.021, 1.194], [-0.916, 1.839, -1.241], [-0.712, -1.233, -1.470]], "forces_ev_per_a": [[-1.4, -0.2, -0.8], [0.7, -0.9, 1.3], [0.0, -0.3, 0.5], [0.3, 1.2, -0.7], [-0.3, -1.4, 0.4], [1.7, 0.3, 0.1], [0.5, 0.0, 0.3], [-0.4, 1.1, -0.9], [-0.6, 0.2, 0.1], [-0.1, -0.3, -0.2], [-0.3, -0.4, 0.0], [-0.1, 0.6, 0.1]], "gap_ev": 4.82, "total_energy_ha": -1953.13111}

=====

No. 3
{"formula": "C21H27N2O2", "method": "ωB97M-V with the def2-TZVPD basis set", "symbols": ["C", "O", "C", "C", "C", "C", "C", "C", "C", "C", "C", "C", "C", "C", "C", "H", "H", "H", "H", "H", "H", "H", "H", "H", "H", "H", "H", "H", "C", "N", "C", "C", "C", "C", "C", "C", "N", "O", "H", "H", "H", "H", "H", "H", "H", "H", "H", "H", "H", "H", "H", "H"], "xyz": [[-2.199, 5.005, 0.332], [-1.790, 4.247, -0.837], [-1.726, 2.898, -0.691], [-1.359, 2.135, -1.830], [-1.406, 0.766, -1.777], [-1.633, 0.073, -0.550], [-1.496, -1.340, -0.448], [-0.833, -2.039, 0.594], [-0.713, -3.462, 0.500], [-0.044, -4.191, 1.469], [0.513, -3.546, 2.591], [0.403, -2.153, 2.718], [-0.222, -1.400, 1.728], [-1.972, 0.855, 0.584], [-1.999, 2.234, 0.532], [-2.388, 6.022, -0.015], [-3.114, 4.587, 0.773], [-1.388, 4.998, 1.073], [-1.117, 2.657, -2.751], [-1.213, 0.165, -2.661], [-1.756, -1.919, -1.324], [-1.135, -3.953, -0.381], [0.054, -5.270, 1.355], [1.041, -4.129, 3.348], [0.834, -1.655, 3.593], [-0.223, -0.309, 1.800], [-2.219, 0.363, 1.523], [-2.276, 2.811, 1.418], [-0.524, -3.531, -5.452], [-1.637, -4.130, -4.746], [-1.957, -5.477, -5.177], [-2.230, -3.444, -3.739], [-3.440, -4.059, -3.026], [-4.606, -4.475, -3.967], [-5.881, -3.919, -3.309], [-5.434, -3.272, -1.972], [-4.009, -3.139, -2.107], [-1.812, -2.333, -3.406], [-0.427, -2.481, -5.181], [0.402, -4.065, -5.216], [-0.675, -3.625, -6.531], [-2.558, -6.017, -4.437], [-2.497, -5.457, -6.137], [-1.021, -6.023, -5.339], [-3.063, -4.971, -2.511], [-4.454, -4.064, -4.976], [-4.631, -5.569, -4.021], [-6.301, -3.143, -3.958], [-6.637, -4.694, -3.166], [-5.933, -2.301, -1.852], [-5.716, -3.905, -1.103], [-3.472, -2.707, -1.366]], "forces_ev_per_a": [[0.1, -0.1, -0.2], [-0.2, -1.3, 0.6], [0.2, 0.5, 0.1], [-0.4, 0.3, 0.2], [-0.1, -0.5, -0.1], [-0.5, 0.1, 0.5], [1.0, 0.8, -0.2], [0.1, -0.4, 1.1], [0.0, 0.5, -0.1], [0.1, 0.1, 0.2], [-0.4, 0.1, -0.6], [0.0, 0.2, -0.1], [-0.1, -0.3, -0.2], [0.5, 0.4, 0.2], [-0.3, 0.1, -0.1], [0.1, -0.3, 0.0], [0.2, 0.2, -0.2], [-0.2, 0.1, -0.2], [-0.1, -0.1, 0.1], [0.0, 0.1, 0.0], [0.2, 0.0, -0.5], [0.1, 0.1, 0.3], [0.0, 0.3, 0.1], [-0.2, 0.2, -0.2], [-0.1, -0.2, -0.4], [0.1, -0.5, 0.0], [0.0, 0.1, -0.2], [0.1, -0.4, -0.4], [0.3, 0.0, -0.2], [-0.2, 0.1, 0.3], [-0.2, -0.2, -0.1], [0.1, 0.2, -0.4], [0.6, -0.7, 0.0], [0.3, -0.1, 0.2], [0.1, 0.4, 0.0], [-0.6, -0.5, 0.2], [-0.2, 1.0, 0.0], [0.0, -0.1, 0.3], [0.0, -0.2, 0.0], [0.0, 0.1, 0.1], [-0.1, 0.1, 0.1], [0.2, 0.2, -0.2], [0.1, -0.1, 0.3], [-0.2, 0.0, 0.1], [0.0, 0.1, -0.2], [-0.1, -0.2, 0.3], [-0.1, 0.3, -0.2], [-0.1, -0.2, 0.2], [0.1, 0.2, 0.0], [0.2, -0.2, 0.1], [0.0, 0.2, -0.4], [-0.3, -0.5, -0.4]], "gap_ev": 5.48, "total_energy_ha": -1076.12500, "total_charge": 1}